# 1
ORCA calculation (wB97M-V/def2-TZVPD) on a cluster of 2 separate species, C12H17N in total in a non-equilibrium geometry.

Properties
**Maximum force**: 0.09639 Eh/bohr
**2S+1**: 2
**Energy above the lowest of the compared OMol25 structures with the same formula, charge and spin**: 270.23 kJ/mol
**Total charge**: +1
**Energy**: -14199.983 eV
**LUMO (alpha / beta)**: -0.147 / -0.262 Eh

The geometry in XYZ format:
```
30
Properties=species:S:1:pos:R:3:forces:R:3
C -0.8124 2.2509 0.3396 2.355 0.338 -0.427
C -3.0336 -0.4141 1.5929 0.048 -0.912 0.309
C -1.6670 -0.0677 1.2890 -2.870 -0.950 0.185
C -1.6879 1.3597 1.1360 0.512 0.238 -0.809
C -2.9232 1.8895 1.6100 -2.613 -2.839 -0.318
C -2.6721 -2.7271 1.2903 1.841 -0.441 1.946
C -3.5568 -1.7150 1.6028 -0.480 0.200 -0.694
C -1.2807 -2.4965 1.2415 -0.705 -2.229 -0.228
C -0.8526 -1.2119 1.1715 4.225 2.229 -1.323
N -3.7318 0.7379 1.8220 -0.252 4.633 0.548
H -2.9386 -3.7516 1.4954 -0.530 -0.184 -0.637
H -4.5881 -2.1048 1.7381 0.526 1.326 0.142
H -0.6374 -3.4451 1.2866 -0.607 2.012 -0.389
H 0.2459 -0.9766 0.9430 -1.492 -0.659 0.633
H -4.6907 0.8127 2.2027 0.889 -0.265 -0.502
H -3.3307 2.9495 1.5334 0.633 -1.751 0.449
H 0.0764 1.6442 -0.0662 -0.854 1.103 1.115
H -0.4993 3.1590 1.0216 -0.364 -1.634 -1.630
H -1.2205 2.6141 -0.6628 -0.225 -0.216 1.613
C 3.8162 -0.4807 -2.2776 1.448 0.662 0.991
C 2.9833 0.4361 -3.1460 -0.191 0.914 0.295
C 4.0920 0.1597 -0.8576 -2.347 1.867 0.100
H 3.2643 -1.3837 -2.3250 -0.051 -1.429 0.884
H 4.8719 -0.6928 -2.6688 -1.587 0.364 0.075
H 3.3676 1.4073 -2.8240 -0.401 0.532 -0.787
H 1.8418 0.4316 -2.8272 2.294 -0.288 -1.135
H 4.5737 1.1674 -0.9888 0.921 -1.437 -0.108
H 3.1947 0.7291 -0.3184 0.721 -2.027 -1.049
H 3.2714 0.2558 -4.2198 -1.139 0.341 0.942
H 4.5243 -0.5368 -0.1341 0.297 0.502 -0.189
```
Forces are in eV/Å.

Results of the Löwdin charge analysis, in e, for atoms 1 through 4: number 1, C, carries -0.027; number 2, C, carries -0.194; number 3, C, carries -0.085; number 4, C, carries -0.161


# 2
ORCA calculation (wB97M-V/def2-TZVPD) on the ion C12H17N2O with charge +1 in a non-equilibrium geometry.

Properties
**Maximum force**: 0.09605 Eh/bohr
**2S+1**: 3
**Energy above the lowest of the compared OMol25 structures with the same formula, charge and spin**: 197.86 kJ/mol
**Total charge**: +1
**Energy**: -17734.943 eV
**LUMO (alpha / beta)**: -0.110 / -0.205 Eh

The geometry in XYZ format:
```
32
Properties=species:S:1:pos:R:3:forces:R:3
C -3.0198 -1.0915 -0.7530 2.964 -1.418 1.298
C -3.3145 0.1920 -0.2339 -1.397 4.682 -0.721
C -1.7060 -1.5764 -0.5623 0.629 -0.823 -2.183
C -2.3201 1.1276 -0.0448 -0.159 1.311 2.481
C -0.7006 -0.6800 -0.2662 1.782 -0.993 0.394
C -1.0116 0.6810 0.1068 -0.890 1.906 -0.689
C 1.6128 -1.3092 -1.1653 -2.354 -0.527 -2.355
C 1.7843 -0.1046 -2.0302 -0.834 -0.453 -0.930
C 1.3263 0.6856 0.2544 -2.016 -1.293 -0.416
C 0.7915 -0.8693 -0.0237 -0.055 0.368 1.630
C -0.0529 2.5974 1.2144 -1.329 1.172 -0.904
C 0.4664 -1.6667 2.2534 0.232 -3.731 2.259
N 0.1124 1.4632 0.3436 0.304 -1.841 -0.664
N 2.1512 1.0265 -1.0804 -1.936 -2.394 0.511
O 1.1371 -1.7164 1.0667 0.755 0.674 -2.561
H -3.8419 -1.6944 -0.8215 -1.647 -1.977 -0.877
H -4.2655 0.7116 -0.4762 0.272 -1.054 0.459
H -1.3638 -2.5759 -0.9608 -0.803 0.898 0.862
H -2.5995 2.1607 0.3559 0.355 -1.426 -1.060
H 1.1769 -2.1487 -1.7798 0.051 0.904 0.683
H 2.5596 -1.6354 -0.9822 2.645 -1.088 1.594
H 2.5395 -0.3906 -2.7420 0.655 0.919 -0.335
H 0.8735 0.0807 -2.5954 -0.047 0.691 0.258
H 1.9801 0.7133 1.1298 0.122 0.332 -0.346
H 0.9659 2.8732 1.4325 0.054 1.079 0.260
H -0.7338 3.4460 0.6236 2.011 -2.062 1.994
H -0.5190 2.1868 2.1394 -0.039 0.961 -0.494
H -0.0779 -2.6512 2.4425 0.146 1.225 -0.543
H -0.1783 -0.8879 2.4917 -1.120 1.779 -0.107
H 1.2546 -1.7513 2.9954 0.013 0.490 0.505
H 3.1199 0.8820 -0.9277 1.343 0.755 0.357
H 1.8532 1.9220 -1.4047 0.293 0.936 -0.361
```
Forces are in eV/Å.

Results of the Löwdin charge analysis, in e, for atoms 1 through 4: number 1, C, carries -0.025; number 2, C, carries -0.101; number 3, C, carries 0.009; number 4, C, carries -0.040


# 3
ORCA calculation (wB97M-V/def2-TZVPD) on an isolated molecule of C12H17N3O3S.

Properties
**Maximum force**: 0.01452 Eh/bohr
**2S+1**: 1
**Energy above the lowest of the compared OMol25 structures with the same formula, charge and spin**: 76.11 kJ/mol
**Structure (SMILES)**: Cc1ccc(S(=O)(=O)NN)c(C)c1N1CCCC1=O
**Energy**: -34167.365 eV
**LUMO**: 0.021 Eh

The geometry in XYZ format:
```
36
Properties=species:S:1:pos:R:3:forces:R:3
C -0.0750 -1.7198 2.7612 0.064 0.051 0.067
C 0.5628 -1.3722 1.4546 0.019 0.000 -0.103
C 1.6103 -2.1361 0.9544 -0.083 0.111 -0.076
C 2.2003 -1.8129 -0.2512 0.137 -0.139 0.109
C 1.7693 -0.7049 -0.9560 0.452 -0.030 -0.451
S 2.6030 -0.4488 -2.5285 -0.161 -0.448 -0.575
O 3.7440 -1.3083 -2.5642 -0.160 -0.194 0.270
O 2.7756 0.9408 -2.8497 -0.215 -0.027 0.141
N 1.5349 -1.0490 -3.6874 0.587 0.303 0.142
N 0.5626 -0.1106 -4.1718 -0.237 0.167 -0.135
C 0.7419 0.1022 -0.4876 -0.253 0.145 0.182
C 0.3143 1.3371 -1.2139 -0.060 0.213 0.027
C 0.1308 -0.2642 0.7195 0.402 -0.150 -0.111
N -0.9428 0.5180 1.2094 0.024 -0.135 -0.400
C -2.2572 0.4761 0.5975 -0.324 -0.132 -0.087
C -2.9622 1.6978 1.1917 -0.023 -0.039 0.052
C -2.2735 1.8764 2.5424 -0.010 0.043 -0.024
C -0.8948 1.2628 2.3432 -0.215 0.396 0.269
O 0.0705 1.4008 3.0566 0.272 0.014 0.187
H -1.1609 -1.7133 2.6832 -0.090 -0.020 0.029
H 0.2091 -0.9793 3.5088 -0.037 0.004 0.063
H 0.2501 -2.6997 3.0992 -0.022 -0.077 0.015
H 1.9597 -2.9910 1.5127 0.031 -0.092 0.055
H 3.0117 -2.3927 -0.6601 0.083 -0.126 0.064
H 1.0836 -1.8985 -3.3744 -0.002 0.010 0.194
H 0.5991 -0.1591 -5.1925 0.188 0.033 0.324
H 0.9484 0.8017 -3.9229 -0.201 -0.042 -0.182
H 1.1727 1.7878 -1.7034 -0.147 0.116 0.038
H -0.4258 1.0985 -1.9782 -0.057 0.034 -0.042
H -0.1144 2.0544 -0.5179 -0.053 0.026 -0.005
H -2.1872 0.5104 -0.4902 0.008 -0.011 0.038
H -2.7693 -0.4544 0.8781 0.015 0.046 -0.093
H -4.0363 1.5486 1.2788 -0.005 0.019 -0.062
H -2.7854 2.5716 0.5636 -0.001 -0.014 -0.023
H -2.1923 2.9129 2.8623 0.062 -0.050 0.058
H -2.7778 1.3168 3.3330 0.014 -0.006 0.044
```
Forces are in eV/Å.

Results of the Löwdin charge analysis, in e, for atoms 1 through 4: number 1, C, carries -0.019; number 2, C, carries -0.174; number 3, C, carries -0.016; number 4, C, carries -0.053


# 4
ORCA calculation (wB97M-V/def2-TZVPD) on a cluster of 3 separate species, C12H17NO4 in total in a non-equilibrium geometry.

Properties
**Maximum force**: 0.02570 Eh/bohr
**2S+1**: 1
**Energy above the lowest of the compared OMol25 structures with the same formula, charge and spin**: 505.30 kJ/mol
**Structure (SMILES)**: O=[N+]([O-])c1ccccc1.CC(C)=O.CC(C)=O
**Energy**: -22396.711 eV
**LUMO**: -0.016 Eh

The geometry in XYZ format:
```
34
Properties=species:S:1:pos:R:3:forces:R:3
O 1.9247 2.2789 -1.2356 -0.203 -0.173 0.003
N 0.9071 2.8332 -1.6094 0.404 0.765 -0.069
O 0.8869 3.9537 -2.0863 -0.100 -0.153 0.004
C -0.3686 2.1349 -1.4876 -0.162 -0.277 0.145
C -0.3813 0.9475 -0.7894 0.754 -0.521 0.450
C -1.5246 0.1887 -0.6887 -0.768 0.632 -0.770
C -2.6857 0.6630 -1.3211 0.063 0.222 0.746
C -2.6857 1.9048 -1.9529 0.555 0.407 -0.035
C -1.5157 2.6621 -2.0384 -0.343 -0.235 -0.046
H 0.5207 0.6292 -0.2847 -0.031 -0.017 -0.118
H -1.5228 -0.7381 -0.1391 0.030 -0.076 -0.005
H -3.6160 0.1344 -1.1568 -0.023 -0.103 -0.337
H -3.5539 2.3864 -2.3808 -0.320 -0.461 0.084
H -1.5290 3.6400 -2.4959 0.153 -0.055 -0.092
C -2.3600 -0.5203 2.6422 0.407 -0.203 -0.948
C -0.9363 -1.0143 2.7385 0.876 -0.012 0.612
C -0.6626 -2.4674 3.1118 -0.124 0.609 0.633
O 0.0071 -0.2802 2.5312 -0.353 0.073 -0.132
H -2.8536 -0.3947 3.6011 -0.006 -0.261 0.097
H -2.8694 -1.2498 2.0033 -0.430 0.072 0.346
H -2.3420 0.4258 2.1047 -0.052 0.096 0.159
H -1.1371 -2.7030 4.0710 -0.481 -0.121 -0.342
H 0.3952 -2.5833 3.3355 0.121 -0.013 -0.550
H -1.0078 -3.1199 2.3125 0.014 -0.229 0.144
C 2.6944 -0.7873 0.4102 -1.060 -0.131 0.423
C 2.4297 -1.3022 -0.9714 0.755 -0.744 -0.789
C 3.3603 -0.9635 -2.1132 0.591 0.594 0.237
O 1.4913 -2.0377 -1.2022 -0.102 0.285 0.319
H 1.8155 -1.1670 0.9401 0.218 0.495 0.463
H 2.7375 0.3027 0.4264 -0.103 0.025 -0.046
H 3.5760 -1.1410 0.9426 0.252 -0.244 -0.502
H 2.8119 -0.3876 -2.8588 -0.032 -0.190 -0.110
H 3.7762 -1.8696 -2.5512 -0.333 -0.109 -0.113
H 4.2178 -0.3580 -1.8078 -0.166 0.054 0.138
```
Forces are in eV/Å.

Results of the Löwdin charge analysis, in e, for atoms 1 through 4: number 1, O, carries 0.069; number 2, N, carries -0.342; number 3, O, carries 0.081; number 4, C, carries -0.148